Record 1
Computed, not measured: 2 unconnected molecules or ions with the total composition CH7N3, with wB97M-V/def2-TZVPD.

Last column: Mulliken charge in e.
Cartesian coordinates (Å):
1 N 1.385 2.425 2.824  -0.6626
2 H 2.303 2.900 2.893  0.2218
3 H 1.154 2.018 1.901  0.2218
4 H 0.853 3.306 2.920  0.2183
5 N -1.790 -0.961 -1.460  -0.4920
6 C -0.692 -1.981 -1.411  0.0790
7 N 0.351 -1.762 -2.198  -0.6106
8 H -2.256 -0.788 -0.611  0.2091
9 H -1.761 -0.187 -2.177  0.2659
10 H -0.711 -3.019 -1.027  0.3222
11 H 1.164 -1.951 -1.654  0.2272

Properties
* total charge: 0
* Kohn-Sham gap: 9.548 eV
* DFT total energy: -5618.7414 eV
* lowest unoccupied orbital energy: 0.9 eV
* HOMO level: -8.6 eV


Record 2
Computed, not measured: 2 unconnected molecules or ions with the total composition C3H7O2, with wB97M-V/def2-TZVPD.

Last column: Mulliken charge in e.
Cartesian coordinates (Å):
1 H 1.400 4.052 -1.671  0.3383
2 C 2.507 3.909 -3.349  -1.0871
3 C 3.896 3.539 -3.182  0.7978
4 O 4.702 3.412 -4.140  -0.5402
5 C 4.452 3.280 -1.788  -0.7149
6 H 1.782 3.153 -3.656  0.4347
7 H 2.244 4.956 -3.505  0.4347
8 H 3.734 3.395 -0.968  0.1306
9 H 4.872 2.271 -1.724  0.2839
10 H 5.300 3.941 -1.585  0.2839
11 O 0.813 4.137 -0.879  -0.6763
12 H 1.366 3.931 -0.116  0.3146

Properties
* total charge: 0
* Kohn-Sham gap (spin up / spin down): 10.423 / 9.237 eV
* DFT total energy: -7317.0218 eV
* lowest unoccupied orbital energy (spin up / spin down): 0.7 / -1.0 eV
* 2S+1: 2
* <S²>: 0.7535
* HOMO level (spin up / spin down): -9.7 / -10.2 eV


Record 3
Computed, not measured: a molecular structure, C2H30CdF6NO19S2, with wB97M-V/def2-TZVPD.

Last column: Mulliken charge in e.
Cartesian coordinates (Å):
1 Cd -22.540 -25.265 9.886  0.9481
2 C -23.821 -29.050 11.378  0.6123
3 F -23.469 -28.498 12.532  -0.2041
4 F -22.735 -29.380 10.717  -0.2082
5 F -24.656 -30.034 11.595  -0.1882
6 S -24.735 -27.725 10.356  0.6640
7 O -25.826 -28.318 9.657  -0.4361
8 O -25.129 -26.779 11.363  -0.6603
9 N -23.567 -26.997 9.400  0.1178
10 S -23.459 -27.740 7.941  0.3946
11 O -22.207 -27.266 7.412  -0.5985
12 O -23.616 -29.149 7.962  -0.1944
13 C -24.771 -26.949 6.831  0.5971
14 F -25.799 -26.563 7.554  -0.0431
15 F -24.167 -25.988 6.165  -0.1391
16 F -25.183 -27.819 5.930  -0.1900
17 O -23.421 -31.332 6.268  -0.5323
18 H -23.137 -31.671 5.411  0.2642
19 H -24.383 -31.317 6.216  0.2374
20 O -22.512 -27.409 4.144  -0.6276
21 H -23.266 -27.103 3.623  0.2415
22 H -21.845 -27.638 3.479  0.2869
23 O -27.975 -29.207 5.759  -0.6022
24 H -27.824 -28.269 5.594  0.2940
25 H -27.833 -29.631 4.906  0.2989
26 O -27.636 -30.279 11.766  -0.6047
27 H -27.104 -30.582 11.011  0.3711
28 H -26.998 -30.069 12.453  0.2933
29 O -21.605 -24.864 5.444  -0.6043
30 H -21.178 -24.227 4.859  0.2801
31 H -21.813 -25.629 4.876  0.3026
32 O -24.178 -24.503 13.340  -0.6862
33 H -24.052 -24.346 14.285  0.3372
34 H -24.931 -25.115 13.289  0.3643
35 O -28.399 -27.259 9.699  -0.6285
36 H -28.158 -26.535 10.284  0.2778
37 H -27.636 -27.859 9.729  0.4466
38 O -25.943 -31.718 9.726  -0.6318
39 H -25.851 -31.279 8.872  0.3055
40 H -25.043 -31.784 10.063  0.3062
41 O -22.601 -24.208 7.996  -0.4354
42 H -22.194 -24.327 7.106  0.2788
43 H -22.948 -23.305 8.006  0.3144
44 O -27.479 -24.791 5.460  -0.6291
45 H -26.657 -25.017 5.901  0.2499
46 H -28.120 -24.701 6.176  0.3428
47 O -21.041 -30.894 7.633  -0.6425
48 H -20.665 -31.547 7.035  0.2823
49 H -21.984 -30.849 7.391  0.3076
50 O -20.468 -25.796 9.396  -0.5048
51 H -20.157 -25.765 8.478  0.2831
52 H -19.820 -26.339 9.865  0.2965
53 O -20.874 -29.251 5.536  -0.6382
54 H -21.311 -28.517 5.081  0.3991
55 H -21.098 -29.138 6.470  0.3791
56 O -22.351 -25.820 11.927  -0.4526
57 H -21.691 -26.188 12.531  0.2478
58 H -22.994 -25.313 12.500  0.4485
59 O -20.564 -28.963 14.186  -0.6105
60 H -21.482 -29.192 14.363  0.3133
61 H -20.054 -29.549 14.755  0.3081

Properties
* total charge: +1
* Kohn-Sham gap: 7.888 eV
* DFT total energy: -85486.4628 eV
* lowest unoccupied orbital energy: -4.5 eV
* HOMO level: -12.3 eV


Record 4
Computed, not measured: 2 unconnected molecules or ions with the total composition C5H10O2, with wB97M-V/def2-TZVPD.

Last column: Mulliken charge in e.
Cartesian coordinates (Å):
1 C 0.199 1.161 -2.486  -1.1749
2 C 0.505 0.383 -1.247  -0.2648
3 C 0.137 0.686 0.006  0.2432
4 C 0.211 -0.337 1.069  -0.8232
5 C 0.342 -0.012 2.367  0.0331
6 O -0.037 1.180 2.899  -0.4909
7 H 1.102 1.620 -2.917  0.2967
8 H -0.148 0.504 -3.280  0.3051
9 H -0.457 1.998 -2.257  0.3124
10 H 1.179 -0.459 -1.392  0.2812
11 H -0.062 1.732 0.209  0.1973
12 H 0.758 -1.195 0.712  0.3905
13 H 0.868 -0.618 3.073  0.3767
14 H -0.671 1.571 2.284  0.3209
15 H -0.968 -3.274 -0.129  0.3101
16 H -1.370 -1.996 0.559  0.3689
17 O -1.591 -2.943 0.529  -0.6822

Properties
* total charge: 0
* Kohn-Sham gap: 8.972 eV
* DFT total energy: -9440.2205 eV
* lowest unoccupied orbital energy: 0.8 eV
* HOMO level: -8.2 eV


| no. | molecular weight (g mol⁻¹) |
| --- | --- |
| 1 | 61.09 |
| 2 | 75.09 |
| 3 | 662.78 |
| 4 | 102.13 |